Arrangement a

Formula: C3H4N2O3
Source: OMol25
Level of theory: ωB97M-V/def2-TZVPD

Each line ends with the natural charge from an NBO analysis.
CARTESIAN COORDINATES (ANGSTROEM)
O 0.78456 0.59127 -1.15458  -0.53
O -1.96289 -0.13383 -1.22729  -0.55
O -2.55116 -2.01889 0.08838  -0.53
N -2.59806 -0.58902 -0.09145  0.06
N -2.11155 0.92919 1.80815  -0.34
C -2.27246 0.13028 0.97572  0.37
C 0.16487 2.87053 -0.29497  -0.75
C 0.46001 1.68317 -0.75888  0.72
H 0.66114 3.76893 -0.77233  0.28
H -0.60015 2.88103 0.43841  0.28
H -3.39992 -2.31912 -0.13678  0.48
H -0.98812 -0.21815 -1.36362  0.50

Properties
LUMO level: 0.55 eV
SMILES string: N#CN(O)O.C=C=O
Molecular weight: 116.1 g/mol
Net charge: 0
Frontier orbital gap: 10.39 eV



Arrangement b

Formula: C3H4N2O3
Source: OMol25
Level of theory: ωB97M-V/def2-TZVPD

Each line ends with the natural charge from an NBO analysis.
CARTESIAN COORDINATES (ANGSTROEM)
O 1.62333 -0.75205 -1.06390  -0.37
O 1.91672 -1.28717 1.01295  -0.31
O -1.58674 -1.10914 0.24468  -0.74
N 1.37919 -0.67374 0.13778  0.52
N 1.20222 2.49905 -0.56856  -0.26
C 0.85287 1.54663 -0.03844  0.26
C 0.33467 0.21771 0.48510  -0.22
C -0.93653 0.00441 -0.31970  -0.06
H -0.05867 0.10945 1.56729  0.29
H -2.49663 -1.23311 0.03658  0.49
H -1.71477 0.83215 -0.21089  0.20
H -0.51566 -0.15417 -1.28287  0.21

Properties
LUMO level: -0.47 eV
SMILES string: N#C[C@@H](CO)[N+](=O)[O-]
Molecular weight: 116.1 g/mol
Net charge: 0
Frontier orbital gap: 11.08 eV



List of relative energies, unit hartree: arrangement a 0.0379; arrangement b 0.0000



Arrangement a

Formula: CH2ClNO
Source: OMol25
Level of theory: ωB97M-V/def2-TZVPD

Each line ends with the natural charge from an NBO analysis.
CARTESIAN COORDINATES (ANGSTROEM)
Cl 0.85883 -1.55023 -0.12108  -0.04
O -0.03562 0.66194 -1.80355  -0.25
N -0.23140 0.92674 -0.63828  0.10
C -0.02733 -0.06557 0.31174  -0.32
H 0.46038 0.37076 1.57787  0.25
H -1.02486 -0.34364 0.67331  0.26

Properties
LUMO level: -0.71 eV
Molecular weight: 79.5 g/mol
Net charge: 0
Frontier orbital gap: 9.16 eV



Arrangement b

Formula: CH2ClNO
Source: OMol25
Level of theory: ωB97M-V/def2-TZVPD

Each line ends with the natural charge from an NBO analysis.
CARTESIAN COORDINATES (ANGSTROEM)
Cl -2.78887 -0.06843 0.04620  0.05
O -0.22006 -0.37725 0.07413  -0.18
N -1.14413 0.53760 -0.01274  -0.24
C 0.96169 -0.11022 0.06345  0.03
H 1.48626 0.85606 0.00995  0.17
H 1.70510 -0.83777 -0.18100  0.17

Properties
LUMO level (spin up / spin down): -0.07 / -0.24 eV
Molecular weight: 79.5 g/mol
Net charge: 0
Frontier orbital gap (spin up / spin down): 8.72 / 8.15 eV



List of relative energies, unit hartree: arrangement a 0.0000; arrangement b 0.0677



Arrangement a

Formula: C5H7Cl
Source: OMol25
Level of theory: ωB97M-V/def2-TZVPD

Each line ends with the natural charge from an NBO analysis.
CARTESIAN COORDINATES (ANGSTROEM)
Cl 3.34201 0.09704 0.07043  -0.01
C -0.57767 1.33881 0.08755  -0.60
C 0.08467 -2.24042 0.04794  -0.43
C 0.45124 -1.00599 0.17867  0.09
C 0.56657 0.41823 0.49487  -0.30
C 1.71236 0.22453 -0.48520  -0.28
H 1.57584 0.39075 -1.53535  0.22
H -0.54954 1.52859 -0.98265  0.21
H -0.76490 -2.62043 0.60452  0.21
H 0.58721 -2.96819 -0.57256  0.22
H -1.53015 0.87797 0.33528  0.22
H 0.90993 0.60426 1.51270  0.24
H -0.51115 2.29044 0.60888  0.22

Properties
LUMO level: 1.03 eV
SMILES string: C=C1[C@H](C)[C@H]1Cl
Molecular weight: 102.6 g/mol
Net charge: 0
Frontier orbital gap: 9.24 eV



Arrangement b

Formula: C5H7Cl
Source: OMol25
Level of theory: ωB97M-V/def2-TZVPD

Each line ends with the natural charge from an NBO analysis.
CARTESIAN COORDINATES (ANGSTROEM)
Cl -2.79293 -0.32482 0.05769  -0.06
C -0.25773 -1.21785 0.41078  -0.18
C 0.53300 2.65052 0.36589  -0.25
C -1.17024 -0.84575 -0.46797  -0.20
C 1.20712 -1.52353 -0.03592  -0.62
C -0.55844 2.75060 -0.22198  -0.23
H 1.75364 -0.82938 0.41231  0.21
H 1.43067 -1.41619 -1.05378  0.22
H 1.43748 -2.50512 0.47631  0.22
H -1.04697 -1.10463 -1.48322  0.20
H -0.51222 -1.02643 1.40668  0.21
H 1.55435 2.74523 0.67247  0.24
H -1.57773 2.64736 -0.53926  0.24

Properties
LUMO level: 1.05 eV
SMILES string: C/C=C/Cl.C#C
Molecular weight: 102.6 g/mol
Net charge: 0
Frontier orbital gap: 10.49 eV



Arrangement c

Formula: C5H7Cl
Source: OMol25
Level of theory: ωB97M-V/def2-TZVPD

Each line ends with the natural charge from an NBO analysis.
CARTESIAN COORDINATES (ANGSTROEM)
Cl -2.55114 -0.89222 -0.29516  0.07
C -1.82635 1.71494 -0.21260  -0.55
C 1.59051 -1.15752 0.00467  0.16
C -1.56411 0.43088 -0.02402  0.02
C 0.70934 -1.95979 0.52706  -0.57
C 1.69791 0.30025 -0.27161  -0.72
H 1.71927 0.66477 0.76591  0.23
H 0.66433 0.58940 -0.74836  0.24
H 0.67085 -3.06762 0.46713  0.22
H -0.02821 -1.72514 1.34277  0.20
H 2.55273 0.63510 -0.74770  0.23
H -2.66447 2.00677 -0.79415  0.22
H -0.97067 2.46016 -0.01393  0.23

Properties
LUMO level (spin up / spin down): -1.01 / 0.20 eV
Molecular weight: 102.6 g/mol
Net charge: 0
Frontier orbital gap (spin up / spin down): 6.95 / 9.67 eV



List of relative energies, unit hartree: arrangement a 0.0000; arrangement b 0.0197; arrangement c 0.1288



Arrangement a

Formula: C19H32N2O2
Source: OMol25
Level of theory: ωB97M-V/def2-TZVPD

Each line ends with the natural charge from an NBO analysis.
CARTESIAN COORDINATES (ANGSTROEM)
O -4.09815 0.34728 -0.01502  -0.48
O 2.68087 -1.41647 1.16866  -0.71
N 1.22006 2.05677 -2.54629  -0.40
N 3.07681 0.48655 -0.67638  -0.49
C 0.11234 2.56017 -2.97131  -0.20
C -1.44011 -1.78774 2.75062  -0.41
C -2.72262 -1.40182 1.97994  -0.40
C -1.69277 0.62063 -2.70545  -0.22
C 1.59258 2.43008 -1.11262  -0.16
C -3.20202 0.69136 -0.79119  0.33
C -3.16848 0.06386 1.96979  -0.41
C 4.15464 -0.03154 -0.31783  -0.21
C -2.89172 0.22672 -2.10132  -0.29
C 0.45436 -3.35713 3.14402  -0.56
C 1.55551 0.53033 -2.44820  -0.29
C 3.94842 -1.43575 0.36585  -0.07
C -1.68845 2.58244 -1.15865  -0.21
C -2.59524 1.92642 -0.41647  -0.28
C -4.28692 0.50534 1.32483  -0.07
C -1.03273 -3.15641 2.50874  -0.38
C 2.87951 1.74766 -0.64375  -0.22
C -1.06761 1.81759 -2.15083  -0.08
C 2.81890 -0.03860 -2.22856  -0.19
H 3.46511 0.43380 -2.79466  0.18
H 3.16429 2.24160 0.26956  0.22
H -2.75218 -1.50234 0.89903  0.21
H 4.52548 0.33543 0.75183  0.20
H 0.42065 -3.05899 4.16336  0.19
H -4.52515 1.51050 1.49174  0.19
H 4.68222 -2.00909 0.85316  0.20
H 3.72534 2.23567 -1.19155  0.12
H -3.52650 -1.95478 2.40511  0.19
H 0.87528 2.09063 -0.21572  0.15
H -1.27695 3.66594 -0.75311  0.22
H -0.56103 -1.18232 2.22954  0.19
H -2.41647 0.72352 1.86939  0.22
H 2.13635 -0.97655 0.73959  0.44
H -0.88158 -3.44875 1.40788  0.19
H 3.69704 -2.26151 -0.44625  0.12
H 2.87022 -1.35854 -2.26631  0.24
H 0.64646 -4.34074 3.01695  0.19
H -2.77891 2.67069 0.69912  0.19
H 0.02363 2.14098 -4.03105  0.19
H -1.64165 -3.87191 2.94845  0.19
H 1.45800 3.28798 -1.17369  0.15
H -1.50687 0.17709 -3.68280  0.23
H 5.03809 -0.14144 -1.01101  0.17
H -5.14556 -0.11401 1.57826  0.19
H 1.07302 -2.93694 2.61573  0.20
H -3.17800 0.17951 3.19979  0.19
H -3.27014 -0.76699 -2.11131  0.21
H 0.25290 3.52406 -2.83022  0.20
H 1.27143 0.14683 -3.50816  0.20
H -1.21954 -1.46430 3.76649  0.22
H 0.74787 0.05723 -1.81769  0.20

Properties
LUMO level: 0.74 eV
Molecular weight: 320.5 g/mol
Net charge: 0
Frontier orbital gap: 8.63 eV



Arrangement b

Formula: C19H32N2O2
Source: OMol25
Level of theory: ωB97M-V/def2-TZVPD

Each line ends with the natural charge from an NBO analysis.
CARTESIAN COORDINATES (ANGSTROEM)
O 1.04021 1.02087 2.56690  -0.62
O -5.31461 -0.54297 1.25243  -0.57
N -0.37711 -0.69952 2.36592  -0.46
N -1.13545 -0.27800 3.46107  -0.42
C -5.14305 1.38409 5.71561  -0.60
C 1.27273 -0.76742 -1.76743  -0.39
C 4.56627 -0.24554 -3.76313  -0.40
C 4.38881 -0.36399 -6.31200  -0.44
C 4.40560 1.12373 -6.45761  -0.17
C -4.54968 0.44095 4.66707  -0.03
C 3.32997 1.88328 -6.54176  -0.40
C 0.71177 0.01240 1.97702  0.67
C -4.64282 -0.15395 2.19023  0.56
C -5.25429 0.64849 3.32466  -0.51
C -3.05992 0.76143 4.47966  -0.45
C 5.14299 -0.81941 -5.05751  -0.38
C 3.17214 -0.77416 -3.43477  -0.39
C 1.41754 -0.56157 0.77185  -0.50
C -4.72293 -1.00530 5.13476  -0.62
C 0.67184 -0.15089 -0.50445  -0.38
C 2.67125 -0.24712 -2.09192  -0.39
C -2.46710 0.02200 3.31977  0.29
C -3.21771 -0.38854 2.27569  -0.46
H 5.39152 1.57118 -6.48614  0.19
H 3.19510 -1.86668 -3.40950  0.19
H 2.47247 -0.47234 -4.21529  0.19
H 5.24059 -0.49695 -2.94025  0.20
H 0.61103 -0.53881 -2.60608  0.21
H -0.65546 -1.56899 1.93905  0.40
H -6.20036 1.17433 5.85722  0.21
H 5.12743 -1.91076 -5.00868  0.20
H -2.94418 1.83493 4.29547  0.23
H -5.18725 1.70208 3.03519  0.23
H 2.33682 1.46446 -6.51515  0.19
H -4.22306 -1.16081 6.08863  0.21
H 3.39005 2.95330 -6.64775  0.20
H -6.31345 0.39574 3.39535  0.23
H 2.65112 0.84457 -2.12093  0.20
H -5.03983 2.42234 5.40737  0.21
H -0.58005 0.35689 4.02954  0.41
H -2.50662 0.52072 5.39022  0.22
H 4.52804 0.84322 -3.84073  0.21
H 4.87614 -0.80899 -7.18523  0.22
H -2.78195 -0.91514 1.43961  0.22
H 3.37082 -0.54711 -1.30961  0.19
H 1.46301 -1.64976 0.84318  0.21
H 6.18631 -0.50570 -5.14350  0.20
H 0.68787 0.93729 -0.58777  0.21
H 2.43032 -0.16153 0.75483  0.24
H -4.30771 -1.69938 4.40873  0.22
H -0.37322 -0.46090 -0.42481  0.20
H 1.30518 -1.85463 -1.66140  0.19
H -5.77815 -1.23517 5.26030  0.21
H 3.35994 -0.72445 -6.28541  0.20
H -4.63893 1.25816 6.67148  0.21

Properties
LUMO level: 0.68 eV
SMILES string: C=CCCCCCCCCC(=O)NNC1=CC(=O)CC(C)(C)C1
Molecular weight: 320.5 g/mol
Net charge: 0
Frontier orbital gap: 9.30 eV



List of relative energies, unit hartree: arrangement a 0.5954; arrangement b 0.0000